96
Properties=species:S:1:pos:R:3:forces:R:3 method="wB97M-V/def2-TZVPD" e_above_lowest_ev=2.5003 lumo_ev="0.3375 / -1.1670" multiplicity=2 energy_ha=-4283.673615 orbital_gap_ev="7.154 / 6.394"
Sn -0.469511 -0.019646 -0.551350 -0.730 -0.071 0.074
C -0.585169 -3.525466 -3.823950 -0.154 0.492 0.998
C 0.822790 -3.230703 -4.317093 0.964 0.749 -1.171
N 1.961027 -3.235175 -3.363889 -0.923 0.373 -0.052
C 2.178871 -4.472640 -2.609744 -1.601 0.707 -1.183
C 2.716589 -4.124934 -1.276641 1.573 -1.323 1.637
S 1.694424 -2.953894 -0.364194 -0.068 0.385 0.684
C 0.135691 -3.835592 -0.155990 -1.213 0.429 -0.535
C -0.798983 -3.980575 -1.376842 -0.734 0.026 -0.893
N -0.722683 -2.971017 -2.441333 0.265 -1.004 -0.514
H -1.346680 -3.106520 -4.496629 0.400 0.460 0.122
H -0.832938 -4.588028 -3.915550 0.234 -0.203 0.649
H 0.981865 -3.819713 -5.237276 0.445 -0.209 0.462
H 0.877269 -2.201514 -4.692980 -0.402 -0.043 0.075
H 1.682551 -2.504232 -2.671594 0.347 -0.722 -0.739
H 1.205356 -4.953164 -2.476487 0.145 -0.467 0.090
H 2.796697 -5.139493 -3.196663 0.413 -0.239 0.095
H 2.837971 -5.043088 -0.628213 -0.178 0.799 -0.705
H 3.756923 -3.716278 -1.359560 -0.946 0.092 0.130
H 0.246997 -4.817329 0.253677 0.567 -0.723 0.331
H -0.542078 -3.338884 0.556373 1.053 0.490 0.129
H -0.693638 -4.967662 -1.850428 0.098 0.224 0.266
H -1.818569 -3.948511 -0.976607 0.045 -0.204 0.104
H -1.478141 -2.314770 -2.391041 -0.442 0.121 0.109
C -0.611142 2.225176 2.124846 -0.757 -1.441 0.121
P -0.220850 2.511837 0.402557 -0.180 -0.581 -1.212
C -1.498077 3.699015 -0.214967 0.861 -0.508 -0.067
C 1.454438 3.256422 0.469983 -1.265 1.405 -0.590
C 1.569663 4.664075 0.495410 -0.279 -0.528 0.485
C 2.802330 5.268497 0.698440 -0.023 0.146 -0.249
C 3.991330 4.526667 0.689451 -0.470 -1.164 -0.244
C 3.845737 3.137427 0.567170 -1.190 0.810 0.432
C 2.588285 2.490725 0.507275 1.833 0.190 0.061
P 2.558274 0.679130 0.420312 -0.461 -0.841 -0.130
C 3.937157 0.238966 -0.763307 -0.573 -0.762 0.481
C 3.313823 0.098084 2.016240 0.408 -0.546 -0.206
H -0.151342 2.965874 2.755608 -0.015 0.253 0.416
H -0.241534 1.181699 2.377457 -0.516 1.235 0.003
H -1.728532 2.246257 2.161886 0.874 -0.197 0.404
H -1.862304 4.309890 0.576475 0.213 1.096 0.642
H -2.405565 3.193595 -0.516669 0.108 -0.784 -0.366
H -1.066010 4.212034 -1.073167 -0.212 0.273 0.147
H 0.644236 5.254641 0.428015 0.619 -0.100 0.134
H 2.794556 6.331833 0.870962 0.264 0.255 -0.203
H 5.002073 4.950731 0.731918 -0.643 0.046 0.177
H 4.661704 2.473648 0.627483 1.229 -0.301 -0.130
H 3.875929 0.774460 -1.721043 -0.439 -0.523 0.174
H 3.927062 -0.895022 -0.832593 -0.048 1.424 -0.325
H 4.874814 0.527071 -0.326467 0.635 0.049 0.319
H 4.357677 0.383105 2.021800 0.596 -0.294 -0.274
H 3.208086 -1.008527 2.095646 0.173 0.735 -0.253
H 3.009654 0.507869 2.966570 -1.009 0.368 0.028
C 4.075760 2.281206 -4.491611 0.513 -0.590 -0.631
C 2.646658 1.811871 -4.472090 0.642 1.960 -1.047
O 1.986700 2.593594 -3.471966 -1.013 -0.247 -0.245
P 0.385789 2.355348 -3.188421 -0.111 0.840 -0.023
S -2.835355 -0.337375 -0.417272 0.832 0.177 0.001
S 0.287729 0.282816 -2.881132 0.009 -0.200 -0.396
O -0.184498 2.556867 -4.737786 0.705 -1.146 0.751
C -1.429846 3.150807 -5.048938 -0.069 -1.146 -2.824
C -2.719518 2.364209 -4.718215 -0.010 1.080 0.300
H 4.531952 2.069080 -5.461787 -0.016 0.116 0.047
H 4.762726 1.928636 -3.752442 0.123 -0.892 0.747
H 4.086909 3.322199 -4.305234 -0.154 1.344 -0.290
H 2.497062 0.803603 -4.277289 -0.033 -2.018 0.493
H 2.279080 1.997668 -5.503508 -0.418 0.152 0.746
H -1.290658 3.379995 -6.170698 -0.640 -0.370 1.576
H -1.473925 4.077053 -4.560485 -0.304 1.504 0.813
H -2.901973 1.333699 -4.984668 0.494 -0.133 -1.030
H -3.601053 2.998169 -4.959210 0.560 -0.451 -0.147
H -2.737783 2.279455 -3.657411 -0.069 0.115 1.263
C -0.308873 -2.863986 3.526421 -0.035 -2.022 0.910
C -1.555273 -2.315513 2.972185 -0.106 0.350 0.188
O -2.481567 -2.223594 4.052841 -0.006 0.656 -0.459
P -3.010169 -0.715196 4.300746 -0.921 0.352 0.388
O -4.584036 -0.854765 3.939076 -0.737 0.217 -0.344
C -5.400776 -0.021240 3.074320 0.938 0.170 0.557
C -6.822607 0.096049 3.564795 -0.896 -2.217 -0.416
O -3.317115 -0.917513 5.880064 0.441 0.050 1.378
C -2.294660 -1.062039 6.891960 -1.041 0.551 0.668
C -1.604308 0.261968 7.206843 0.092 0.850 1.449
H 0.282220 -3.254568 2.702351 0.402 -0.240 0.207
H -0.601372 -3.675810 4.292401 0.641 0.944 -1.385
H 0.236155 -2.138275 4.066727 0.796 0.904 0.581
H -1.953880 -3.023797 2.308411 -0.774 -0.885 -1.193
H -1.404185 -1.382164 2.394231 -0.260 -0.188 0.468
H -5.331572 -0.474793 2.082541 -0.125 0.432 -0.026
H -5.043594 1.011543 3.085054 0.673 -0.165 -0.310
H -7.402434 -0.799698 3.201451 0.434 0.670 0.665
H -7.298409 0.922148 3.067512 -0.135 0.611 -0.021
H -6.930988 0.156414 4.654170 0.224 0.155 -0.317
H -1.601042 -1.845220 6.642442 0.406 -0.322 -0.422
H -2.804004 -1.413710 7.842818 0.270 0.426 -1.243
H -0.884184 0.661566 6.447798 -0.618 -0.550 0.636
H -1.123970 0.174938 8.232621 0.037 -0.102 -1.350
H -2.363221 1.052002 7.437099 0.371 -0.596 -0.656

120
Properties=species:S:1:pos:R:3:forces:R:3 method="wB97M-V/def2-TZVPD" lumo_ev=-0.5956 energy_ha=-5949.816188 orbital_gap_ev=7.601
Ca 1.238947 -2.633734 -1.716583 -0.473 0.339 0.177
C -1.597063 -1.970234 -4.907283 -0.692 -0.686 -1.056
F -2.971273 -1.978184 -4.850483 2.032 -0.092 -0.360
F -1.152193 -2.192584 -6.199573 -1.493 1.257 2.709
F -1.158533 -0.829064 -4.421283 0.033 -0.181 -0.473
S -1.014583 -3.368844 -3.742183 -1.510 -2.875 0.260
O -1.333953 -3.000054 -2.361583 0.875 0.273 -0.895
O -1.649363 -4.616454 -4.238963 1.763 3.155 1.226
N 0.704917 -3.264604 -3.749403 -3.985 -1.362 -1.154
S 1.160627 -3.926984 -5.108903 3.333 1.004 -4.849
O 0.161627 -4.162354 -6.151973 1.573 -0.681 2.449
O 2.280327 -3.091394 -5.569923 -0.824 -1.741 1.135
C 1.897617 -5.681544 -4.687663 0.038 0.390 -2.716
F 0.845047 -6.496604 -4.515813 1.353 0.360 1.155
F 2.493637 -6.098104 -5.857693 -0.502 0.606 1.531
F 2.887177 -5.688654 -3.743153 -1.836 -0.253 -0.436
C -2.449913 -0.075154 -0.953363 1.430 0.200 -1.162
F -2.123403 0.683506 -1.982833 0.309 0.070 -1.045
F -3.340763 0.595106 -0.305233 -0.811 0.298 1.815
F -2.962523 -1.198434 -1.396643 0.044 -0.449 0.363
S -0.810003 -0.336964 0.048597 0.111 -1.101 -0.376
O -0.592533 0.831926 0.821607 0.070 0.514 -0.087
O -1.019023 -1.560604 0.767817 0.504 -0.254 -0.826
N 0.478097 -0.627644 -1.139193 -3.113 1.952 2.307
S 0.904407 0.755386 -1.804613 1.232 2.534 -3.478
O 1.222597 0.553446 -3.220493 0.394 -0.805 1.920
O 0.101817 1.946796 -1.606843 0.735 -1.352 0.943
C 2.539087 1.168006 -0.859463 -0.498 -1.250 -2.492
F 2.188527 1.118366 0.394267 0.772 0.542 0.991
F 3.560417 0.201916 -1.090793 -1.657 2.101 0.544
F 2.948807 2.377886 -1.261123 0.171 -1.118 0.781
C 6.729927 6.461936 6.455667 -0.153 -0.665 1.882
O 5.739627 6.683656 5.530377 1.990 2.227 -1.111
C 4.760987 5.738756 5.363657 0.606 0.116 1.293
C 3.933757 6.258806 4.252817 -1.417 -0.563 0.697
N 2.754997 5.347396 4.150787 2.006 0.052 -1.193
C 3.056867 4.276876 3.150277 -1.332 0.510 -0.461
C 2.807037 4.826086 1.718327 0.538 1.052 0.767
O 1.626717 5.624686 1.648537 3.210 0.040 -0.220
C 0.467007 4.925566 1.591817 -2.205 1.185 -0.284
H 6.244037 6.245986 7.407167 -0.113 0.136 0.614
H 7.377837 7.319096 6.638957 -0.226 0.154 -0.550
H 7.354527 5.575706 6.343557 0.176 -0.219 -0.877
H 4.221957 5.713986 6.310717 -0.571 -0.557 0.006
H 5.261207 4.786326 5.188307 -0.426 -0.548 -0.289
H 4.596707 6.434586 3.405647 -0.313 -0.357 -0.579
H 3.515327 7.230236 4.516157 0.316 0.119 0.232
H 2.065397 5.974416 3.761677 -0.593 -0.586 -0.343
H 2.431677 3.419636 3.400037 -0.332 -0.031 -0.288
H 4.066147 3.865666 3.169537 0.272 0.485 0.436
H 2.936907 4.089716 0.925237 -0.725 -0.388 -0.045
H 3.574857 5.561406 1.477807 0.309 0.002 0.273
H 0.581087 3.976096 1.068757 -0.513 -0.184 0.348
H -0.157363 5.645796 1.063117 -0.601 -0.646 -0.860
H -0.040603 5.002556 2.553327 0.071 -1.380 0.511
C 3.222177 -4.594344 3.467257 -0.717 0.725 0.116
O 2.706007 -3.722924 2.420347 -1.146 -3.233 1.092
C 3.307417 -2.507294 2.394367 3.776 -0.884 1.105
C 2.830977 -1.776954 1.244197 -3.606 1.397 1.241
N 2.751647 -2.614264 0.050627 2.168 1.553 0.438
C 4.128847 -2.668044 -0.468953 0.632 -2.578 -1.467
C 4.007827 -3.183514 -1.903693 1.402 2.679 0.147
O 3.409607 -2.052904 -2.607363 -0.855 -1.676 0.002
C 4.239647 -1.347934 -3.474863 1.233 0.903 -1.875
H 2.984237 -4.209664 4.458977 -0.039 0.604 0.059
H 4.309077 -4.671404 3.438917 0.017 -0.251 -0.437
H 2.691127 -5.546084 3.484387 0.266 -0.009 -0.793
H 4.351997 -2.725864 2.172627 0.935 0.174 0.556
H 3.261597 -2.072154 3.392697 -0.171 0.869 -0.206
H 3.260447 -0.777224 1.179427 0.412 -0.522 -0.747
H 1.837937 -1.564364 1.640137 -0.887 0.352 -0.979
H 2.547297 -3.565734 0.320907 -0.103 -0.314 0.885
H 4.755517 -3.453004 -0.045593 -0.177 -0.201 0.999
H 4.759447 -1.783554 -0.378793 -0.792 0.342 -0.236
H 3.446747 -4.114904 -1.979903 -0.416 0.047 -0.170
H 5.011867 -3.386614 -2.276203 -0.115 -0.063 -0.367
H 4.797677 -1.951194 -4.190963 -0.037 -0.796 0.335
H 4.977797 -0.696734 -3.006703 -0.083 -0.141 0.711
H 3.719677 -0.698184 -4.178813 -0.894 -0.064 0.591
C -3.319943 5.116416 -2.570693 0.178 -2.979 0.393
O -4.330813 4.322906 -1.834513 0.716 2.452 0.617
C -4.852933 3.301106 -2.603923 -1.093 -0.256 0.141
C -5.824473 2.495266 -1.742813 -1.239 -0.705 -0.249
N -6.745863 1.538476 -2.453143 0.387 1.936 -0.512
C -6.252973 0.255886 -2.935123 0.037 0.250 1.377
C -7.228693 -0.482574 -3.876383 -0.399 -0.053 -0.329
O -8.473823 -0.700364 -3.292803 -1.998 -0.043 2.035
C -9.549303 -1.334674 -4.025103 0.991 1.816 0.282
H -3.324523 4.938306 -3.646023 -0.986 0.426 -0.280
H -2.487573 4.454066 -2.332883 1.159 1.128 0.310
H -3.232973 6.177416 -2.336563 -0.284 -0.427 0.451
H -4.056593 2.627776 -2.921053 0.104 0.034 -0.804
H -5.420513 3.856216 -3.350783 0.000 -0.993 -0.995
H -6.529373 3.185706 -1.279663 0.186 0.283 0.009
H -5.308573 2.021686 -0.907543 0.377 -0.174 0.028
H -7.583203 1.530316 -1.888433 -0.018 -0.749 -0.338
H -5.958493 -0.274504 -2.029543 -0.336 -1.190 0.016
H -5.268923 0.432336 -3.369423 -0.223 0.007 -0.813
H -6.955503 -1.506204 -4.132603 1.282 0.204 -0.533
H -7.433793 0.149496 -4.740393 0.656 0.023 -0.503
H -9.174833 -2.148624 -4.645883 -0.279 -0.278 0.191
H -10.041383 -0.573534 -4.630593 0.277 0.072 -0.713
H -10.352683 -1.540334 -3.317723 0.529 -0.796 0.230
C -0.146543 -4.216644 4.768537 -0.521 -0.111 1.040
C -1.146823 -3.971274 3.674067 -0.083 1.563 -1.639
C -1.895073 -2.608224 3.767797 0.192 -0.660 0.337
O -2.858063 -2.524004 2.674597 2.595 -1.055 2.475
C -3.595313 -1.379394 2.714157 -1.856 0.952 -1.053
N -0.390763 -4.007704 2.371397 -0.380 0.165 0.898
H 0.245307 -5.225774 4.641187 0.072 0.007 0.291
H -0.609903 -4.084904 5.746317 -0.222 -0.574 0.166
H 0.686077 -3.518744 4.856837 0.085 0.229 -0.763
H -1.924403 -4.732424 3.609927 0.084 -0.178 0.357
H -1.220813 -1.763714 3.910157 0.815 0.390 -1.664
H -2.277103 -2.424624 4.772007 -1.572 -0.952 0.212
H -4.383733 -1.618654 2.000537 -0.357 0.556 -0.052
H -3.114463 -0.463264 2.371257 0.594 0.012 -0.077
H -4.085273 -1.124564 3.653897 0.122 -0.367 0.459
H -0.763243 -3.227234 1.849647 -0.168 -0.156 -0.535
H 0.526067 -3.685654 2.646727 0.427 -0.072 -0.327